Entry 1:
66
Properties=species:S:1:pos:R:3:forces:R:3:lowdin_charge:R:1 method="wB97M-V/def2-TZVPD" homo_lumo_gap_ev=8.0 max_force_ha_per_bohr=0.370 e_above_lowest_kcal_mol=582.6 total_energy_ev=-38660.3258
C -0.9714 -2.7138 0.6740 3.09 0.54 -0.97 -0.04
C -1.2335 -2.6877 -0.8690 5.39 -0.72 0.99 -0.15
O -1.1552 -1.4413 -1.6122 -0.58 -1.88 1.91 -0.05
C 0.0516 -0.9220 -1.8492 3.28 1.44 0.24 -0.24
C 1.3372 -1.3337 -1.4090 -6.38 -4.72 2.22 -0.02
C 2.4546 -0.9660 -1.9418 -5.88 4.89 0.03 -0.14
C 2.3157 0.0672 -2.6813 6.54 9.27 -8.12 -0.12
C 1.2661 0.8280 -3.1225 -2.05 -8.74 7.25 -0.01
C 0.1055 0.2225 -2.6220 -3.97 0.71 -1.13 -0.08
C -1.3736 0.8486 -2.9480 4.61 -11.93 -8.43 -0.31
N -1.7442 1.7152 -2.2009 -6.19 11.69 13.65 -0.11
C -0.7728 2.8939 -1.7479 -11.89 -1.03 11.49 0.00
C -0.1103 2.7689 -0.3312 2.33 -4.12 -10.93 -0.21
N -0.9857 2.3257 0.5395 2.38 6.33 6.31 -0.18
C -1.6898 1.2777 0.3821 -9.06 -7.00 -0.82 -0.21
H -2.4722 0.8680 1.2664 1.75 2.17 -1.08 0.20
C -2.7478 1.3843 -0.7861 5.87 -2.95 -3.26 -0.14
C -3.8320 2.2602 -0.5620 1.46 6.30 -2.53 -0.17
H -3.3745 3.3811 -0.4829 -1.01 -2.31 1.43 0.17
H -4.3947 1.8191 0.1857 -1.40 0.02 1.90 0.11
C -4.6340 2.5333 -1.7958 -2.75 -4.32 1.45 -0.35
O -4.1090 2.9699 -2.9224 0.47 6.20 -3.51 -0.02
H -3.2337 2.7145 -3.1124 1.87 -0.93 0.43 0.05
H -5.6491 2.8707 -1.5578 0.46 1.06 -0.19 0.13
H -4.8263 1.6298 -2.2970 -1.71 -3.38 1.35 0.10
H -3.0911 0.4316 -1.2227 0.09 -0.15 0.97 0.14
H -1.2017 0.3570 0.3802 1.62 -1.84 -1.02 0.09
C -0.3103 2.3742 1.7916 -3.71 -2.84 6.37 -0.08
C 0.2289 0.9519 2.4490 -4.25 3.23 -2.29 -0.11
C 1.2898 0.5293 1.8714 6.06 0.54 -3.85 -0.02
C 1.9366 -0.7166 2.2174 -4.58 0.20 4.05 -0.24
C 2.9958 -1.3130 1.7214 2.19 -5.03 -0.01 -0.01
C 3.3668 -2.6145 2.1357 -0.48 0.20 4.68 -0.17
C 2.7908 -3.0856 3.4721 3.96 -5.23 -3.67 -0.02
C 1.7768 -2.4715 4.0608 -2.71 1.22 -0.72 -0.04
C 1.3296 -1.3396 3.2741 -1.77 1.03 5.86 -0.10
O 0.3930 -0.4858 4.1434 1.70 -4.93 -1.61 -0.06
C -0.6437 0.0591 3.3926 11.74 8.33 4.33 -0.12
H -1.2960 -0.3128 2.9052 -8.48 -6.20 -5.56 0.01
H -0.8576 0.7682 4.1121 -2.44 1.58 1.20 0.12
H 1.1652 -2.9257 4.9105 1.11 1.14 -1.19 0.15
H 3.1824 -4.3397 3.7341 -1.15 4.32 -0.49 0.20
O 4.4257 -3.4091 1.7285 -1.83 1.26 1.10 -0.07
C 4.9909 -2.8742 0.6327 -1.08 3.57 -4.34 -0.16
H 5.6171 -1.8949 0.6500 -1.67 -0.91 0.90 0.14
H 5.6986 -3.4697 0.2445 2.42 -2.92 -1.02 0.03
H 4.2148 -2.7806 -0.3099 1.53 0.06 2.32 0.14
H 3.1537 -0.8758 0.8487 2.43 1.40 -4.11 0.06
H 2.0302 1.1499 1.0176 -2.63 -1.36 2.56 0.21
H 0.4599 3.0433 1.9635 1.47 1.50 -0.67 0.09
H -1.1296 2.6789 2.6080 1.43 -0.34 -1.48 0.16
H 0.5512 3.5399 -0.3066 1.19 2.65 1.59 0.11
H 0.5432 1.9274 -0.8178 0.29 0.35 1.92 0.14
H -0.4471 3.0828 -2.5464 6.39 3.42 -10.95 -0.02
H -1.7225 3.7813 -1.5247 2.83 -2.02 -0.93 0.18
H -2.2016 -0.1503 -3.1635 2.28 3.13 0.58 0.22
H -1.2053 1.3517 -3.8809 0.25 -0.38 -1.93 0.11
H 1.1257 1.5353 -3.7179 0.01 6.17 -5.07 0.04
H 3.3147 0.6412 -3.3188 -1.99 -2.31 2.12 0.18
H 3.1665 -1.5017 -1.8907 9.81 -6.35 1.00 0.02
H 1.4078 -2.2813 -0.9155 -0.33 -0.49 0.87 0.11
H -0.5070 -3.5100 -1.2862 -1.01 1.80 0.26 0.16
H -2.1291 -3.0805 -1.0098 -4.28 -1.22 -1.02 0.06
H -1.6301 -2.2113 1.2566 -2.63 2.25 1.19 0.02
H -1.0101 -3.6515 1.2299 0.34 -0.73 -1.06 0.09
H 0.0062 -2.2212 0.9637 -0.78 -0.72 -0.57 0.08

Entry 2:
112
Properties=species:S:1:pos:R:3:forces:R:3:lowdin_charge:R:1 method="wB97M-V/def2-TZVPD" homo_lumo_gap_ev=5.8 max_force_ha_per_bohr=0.056 e_above_lowest_kcal_mol=0.0 total_charge=-1 total_energy_ev=-158521.4234
C -0.4882 -1.2780 4.4880 1.13 0.21 -0.67 -0.09
C 0.7033 -0.2950 4.0835 0.69 -0.96 1.59 -0.25
N 1.2880 -0.6505 2.7839 -2.10 0.22 0.78 -0.01
C 0.7782 0.1324 1.6302 2.40 0.64 -0.98 -0.41
C 0.8738 -0.8656 0.3916 -0.81 -0.04 -0.72 -0.10
C 0.9481 -2.3964 0.7210 0.22 -0.78 -0.55 -0.19
C -0.3202 -3.0169 1.4193 -0.58 0.60 -0.25 -0.16
C -1.2729 -3.8125 0.4851 -1.48 -2.13 -0.72 -0.18
C -1.7548 -3.3607 -0.8261 0.11 -0.73 0.80 -0.06
C -2.6915 -4.1086 -1.6617 0.81 -0.64 2.37 -0.09
C -3.1938 -5.3877 -1.1660 1.47 1.17 1.04 -0.10
C -2.7093 -5.8975 0.1323 0.40 1.65 -0.76 -0.10
C -1.7713 -5.1309 0.9527 -0.65 0.92 -2.08 -0.04
O -0.4698 0.8069 1.8361 0.88 -1.23 -0.37 -0.24
P -0.5762 2.4247 1.1569 2.41 1.25 -0.23 0.48
C -0.7614 1.8635 -0.6532 0.50 -0.56 -0.22 -0.53
S -2.2746 0.9541 -1.1245 -0.09 -0.13 -0.57 0.82
C -2.8639 -0.2607 0.1003 -0.90 -0.85 1.26 -0.52
C -4.1686 -0.9397 -0.5383 0.34 1.24 -0.14 -0.16
O -2.2776 2.4757 1.5670 -0.87 0.88 -1.17 -0.24
C -3.0333 3.4728 1.0265 -1.99 -0.19 -0.64 -0.51
O -2.8350 4.6571 0.9741 0.73 -0.74 -0.03 0.09
C -4.4450 3.0171 0.4670 -1.37 -1.20 0.23 -0.12
C -5.4029 2.4543 1.4204 -0.85 -0.05 -1.72 -0.03
C -6.7565 2.0520 1.0093 1.32 1.08 -1.43 -0.10
C -7.1823 2.2289 -0.3858 2.59 0.52 1.14 -0.10
C -6.1954 2.7729 -1.3411 -0.05 -0.15 1.78 -0.08
C -4.8395 3.1719 -0.9303 -1.92 -0.73 1.19 -0.05
P -0.2528 3.3265 3.1704 -0.53 1.59 0.93 0.66
N -0.8397 4.8068 3.3427 0.38 -0.15 0.08 -0.38
O 1.1818 2.5111 1.0329 0.63 -1.46 -1.19 -0.37
C 1.8373 1.3498 1.5193 -0.39 0.97 1.78 -0.30
C 3.3110 1.0564 1.0215 0.06 0.47 0.25 -0.19
C 3.7844 1.8807 -0.2307 -0.87 -0.85 -0.47 -0.60
C 2.8298 1.8406 -1.4748 0.16 0.51 -0.31 -0.15
Br 5.5087 1.0078 -0.8392 -0.08 0.60 0.52 0.64
H -1.3729 -1.0467 3.8440 0.51 -0.34 0.79 0.07
H -0.0910 -2.3098 4.2566 -0.65 0.98 0.16 0.06
H -0.6907 -1.2537 5.5883 -0.13 0.29 -0.95 0.06
H 1.5080 -0.5050 4.8568 -0.70 0.36 -0.81 0.11
H 0.4378 0.7832 4.2160 0.03 -0.89 -0.33 0.06
H 2.3023 -0.7320 2.8052 -0.33 0.48 -0.03 0.08
H -0.0304 -0.7003 -0.2711 0.86 -0.19 0.74 0.09
H 1.7481 -0.6526 -0.2858 -0.85 -0.05 0.96 0.07
H 1.0807 -2.9274 -0.2730 -0.13 0.60 0.93 0.10
H 1.8596 -2.6951 1.3164 -0.89 0.66 -0.55 0.10
H -0.0392 -3.6594 2.2995 -0.27 0.55 -0.95 0.10
H -0.9150 -2.1562 1.8392 0.53 -0.85 -0.24 0.10
H -1.3710 -2.3594 -1.1621 -0.53 -1.14 0.12 0.10
H -3.0095 -3.6422 -2.6254 0.21 -0.68 0.97 0.10
H -3.9350 -5.9523 -1.7805 0.78 0.42 0.74 0.09
H -3.0828 -6.8869 0.4974 0.39 1.05 -0.37 0.09
H -1.4257 -5.5352 1.9396 -0.40 0.44 -1.09 0.10
H -0.4640 3.7727 0.6315 -0.66 -0.22 0.73 0.04
H 0.1482 1.2983 -1.0088 -1.00 0.48 0.66 0.02
H -0.7478 2.8138 -1.2667 -0.40 -0.99 0.64 0.05
H -3.2304 0.1803 1.0736 0.76 0.02 -1.11 0.07
H -2.0976 -1.0227 0.4028 -0.67 0.78 -0.58 0.03
H -4.2156 -2.0277 -0.2936 -0.06 0.93 -0.27 0.06
H -4.1945 -0.7479 -1.6530 0.12 -0.60 1.07 0.05
H -5.0558 -0.3681 -0.1363 0.79 -0.84 -0.34 0.06
H -5.1301 2.3215 2.4992 -0.09 0.19 -1.24 0.12
H -7.4529 1.6544 1.7903 0.69 0.39 -0.92 0.09
H -8.2229 1.9537 -0.6821 1.15 0.30 0.12 0.08
H -6.5509 2.8988 -2.3968 0.67 -0.08 1.07 0.09
H -4.1471 3.5955 -1.6968 -0.62 -0.48 0.92 0.10
H -0.9203 2.4673 4.1197 0.59 -0.06 -0.13 -0.03
H 1.1476 3.4147 3.5104 -0.50 -0.84 0.02 -0.01
H -0.1012 5.4596 3.6076 -0.30 -0.19 -0.16 -0.08
H 2.0055 1.6121 2.6123 -0.18 -0.62 -0.82 0.11
H 3.4116 -0.0604 0.9083 0.08 1.16 -0.41 0.10
H 4.0097 1.3263 1.8657 -0.74 -0.33 -0.90 0.10
H 4.0802 2.9361 0.0047 -0.31 -1.16 -0.08 0.10
H 2.2096 0.9161 -1.5625 0.72 0.66 0.33 0.06
H 2.1401 2.7216 -1.4075 0.52 -0.81 0.00 0.08
H 3.4259 1.9193 -2.4294 -0.60 0.04 1.01 0.06
C -4.1552 5.4919 -6.8920 -0.08 0.08 -0.08 -0.02
C -3.9709 4.0773 -6.4044 -0.06 -0.51 0.07 -0.56
O -4.6366 3.1493 -6.8416 -0.02 0.18 -0.09 0.02
N -3.0306 3.8518 -5.4500 -0.27 0.20 -0.36 0.01
C -2.1489 4.8061 -4.8111 0.04 -0.52 0.21 -0.07
H -4.9375 5.5092 -7.6486 0.05 -0.14 0.08 0.08
H -4.4578 6.1393 -6.0670 0.15 0.09 -0.05 0.08
H -3.2311 5.8599 -7.3416 -0.02 0.13 0.13 0.08
H -2.9646 2.8825 -5.1739 0.00 0.08 0.05 0.14
H -1.1185 4.4997 -5.0016 0.08 0.25 0.12 0.08
H -2.3358 4.7780 -3.7358 0.18 0.24 0.02 0.08
H -2.2998 5.8175 -5.1783 -0.07 -0.10 -0.03 0.07
C 5.3283 -2.0277 -2.6634 0.15 0.13 -0.03 -0.03
C 3.9073 -2.3778 -2.3084 -0.27 0.15 0.17 -0.53
O 3.1817 -1.6046 -1.7053 0.12 -0.03 -0.11 0.03
N 3.4355 -3.6000 -2.6810 0.22 0.20 0.02 0.01
C 4.1281 -4.6513 -3.3958 -0.53 -0.03 0.18 -0.08
H 5.5520 -1.0233 -2.2980 -0.22 -0.35 -0.11 -0.03
H 6.0193 -2.7295 -2.1911 0.05 -0.04 -0.17 0.08
H 5.4591 -2.0394 -3.7476 0.12 -0.14 0.03 0.09
H 2.4763 -3.7588 -2.4071 0.06 0.00 -0.02 0.14
H 3.5802 -4.8641 -4.3164 0.22 -0.15 -0.08 0.08
H 4.1342 -5.5486 -2.7730 0.18 -0.11 -0.17 0.08
H 5.1500 -4.3742 -3.6398 -0.08 0.07 0.06 0.07
C 6.6110 -1.1888 2.9193 0.11 0.12 -0.06 -0.01
C 5.2657 -1.4098 3.5546 -0.40 0.18 0.09 -0.53
O 4.4203 -0.5280 3.5976 0.09 -0.11 0.01 0.03
N 5.0014 -2.6323 4.0901 0.19 0.23 -0.15 0.01
C 5.8604 -3.7969 4.1395 -0.52 0.00 0.20 -0.08
H 6.6607 -0.1690 2.5418 -0.13 -0.08 0.03 0.08
H 7.4062 -1.3247 3.6553 0.05 -0.13 -0.11 0.08
H 6.7484 -1.8749 2.0815 0.13 -0.02 0.07 0.09
H 4.0791 -2.7000 4.4960 0.05 -0.02 -0.05 0.14
H 5.3602 -4.6188 3.6228 0.23 -0.13 0.00 0.08
H 6.0082 -4.0748 5.1853 0.20 -0.16 -0.08 0.08
H 6.8252 -3.6124 3.6752 -0.09 0.08 0.01 0.07